(1)
DFT (the ωB97M-V functional and the def2-TZVPD basis) results for a structure of composition C10H4N4O5Tl.

Last column: Mulliken charge in e.
CARTESIAN COORDINATES (ANGSTROEM)
Tl1 0.3639 0.6980 1.0309  0.630
O1 -1.5446 -1.0098 1.3203  -0.799
O2 -7.5515 -3.1492 3.8919  -0.621
O3 -2.1794 1.1110 1.6108  -0.803
O4 -8.0898 -1.1224 4.3587  -0.622
O5 0.3360 1.1538 -1.5388  -0.429
N1 2.2554 -1.4727 -0.4254  -0.504
N2 -7.3278 -1.9539 3.9039  0.985
N3 1.1077 1.0354 -2.5279  -0.310
N4 3.6194 -0.2253 -4.4865  -0.502
C1 -3.9894 -1.9630 2.2530  -0.424
C2 -5.7697 -0.1293 3.3581  -0.430
C3 2.8988 -0.0784 -3.5995  0.208
C4 2.1669 -0.7956 -1.3546  0.259
C5 -5.1858 -2.4118 2.7859  -0.443
C6 2.0242 0.0751 -2.4808  0.445
C7 -3.6782 -0.6087 2.2636  -0.105
C8 -2.3601 -0.1253 1.6781  0.907
C9 -6.0557 -1.4840 3.3316  0.217
C10 -4.5728 0.3029 2.8141  -0.418
H1 -4.3068 1.3509 2.7996  0.423
H2 -5.4520 -3.4584 2.7883  0.453
H3 -3.2750 -2.6526 1.8253  0.433
H4 -6.4794 0.5575 3.7953  0.452

Atomic forces in eV per Å
-0.04 -0.05 -0.01
0.13 0.08 -0.05
-0.02 -0.03 0.01
0.05 0.02 0.01
-0.03 0.02 0.03
-0.03 0.02 0.09
0.01 0.03 0.02
0.05 0.02 -0.03
-0.02 -0.05 0.03
0.00 0.01 0.00
0.00 -0.03 0.03
-0.06 0.03 0.02
-0.07 0.01 0.10
-0.07 0.08 -0.13
-0.01 -0.07 0.01
0.15 -0.11 -0.06
-0.03 0.02 -0.01
-0.09 -0.04 0.02
0.04 0.03 -0.01
0.02 -0.01 -0.04
-0.01 0.00 0.01
0.01 0.01 -0.01
0.01 0.01 -0.01
0.01 0.00 -0.01

Frontier orbital gap (eV): 7.205
E_tot (a.u.): -1151.1680
Charge: -1
Energy above the lowest of the compared OMol25 structures with the same formula, charge and spin (kJ/mol): 2.8

(2)
DFT (the ωB97M-V functional and the def2-TZVPD basis) results for a cluster of 7 separate species, C13H29NO20S4 in total in a non-equilibrium geometry.

Last column: Mulliken spin population.
CARTESIAN COORDINATES (ANGSTROEM)
S1 4.4742 -3.2028 4.0496  0.060
S2 -1.1698 -2.7200 4.8597  0.216
S3 -6.0960 -1.1536 0.9463  0.007
S4 -2.9696 4.2654 -3.2490  0.066
O1 -2.6271 2.6378 -2.9363  -0.009
O2 -1.3168 4.6526 -3.0542  -0.048
O3 -1.7899 -3.6618 5.7433  -0.022
O4 4.3720 -3.1493 5.5080  -0.007
O5 4.9573 2.3645 -6.1518  0.000
O6 -4.7399 -1.9349 0.5203  -0.006
O7 -0.6151 -3.4457 3.4544  -0.046
O8 3.6460 -2.0158 3.2674  0.024
O9 6.4434 3.8458 -5.4923  0.000
O10 3.4489 -4.3742 3.5454  -0.008
O11 -7.1836 -1.4300 0.0350  -0.001
O12 -5.4490 0.3353 0.6721  -0.042
O13 -0.7675 0.2723 0.0905  -0.350
O14 -6.3950 -1.4153 2.3671  -0.006
O15 -0.1443 -1.8288 5.4247  -0.032
O16 5.1747 2.5920 -4.0603  -0.004
O17 -3.3439 4.5207 -4.6593  -0.004
O18 -3.8255 4.8640 -2.1795  -0.006
O19 -2.3078 -1.8143 4.1872  0.001
O20 5.7732 -3.4226 3.4414  -0.003
N1 -0.3517 1.8324 2.1648  2.991
C1 3.9783 1.4172 -5.6254  0.000
C2 -2.1017 -1.8148 2.7786  -0.453
C3 2.5659 -2.4484 2.5509  -0.180
C4 3.0914 1.8644 -3.2507  0.022
C5 -0.6215 3.6622 -2.3808  0.119
C6 -4.0858 0.2754 0.3487  -0.073
C7 2.2483 -3.8173 3.1964  0.026
C8 5.6104 3.0290 -5.2112  0.001
C9 -3.8185 -1.1158 -0.1587  -0.017
C10 -1.4881 -3.1950 2.3653  0.056
C11 -1.5041 2.4980 -2.0637  -0.268
C12 4.3227 1.5128 -4.1072  0.003
C13 0.3144 -0.4399 -0.4557  -0.046
H1 0.1159 -1.5002 -0.6121  -0.002
H2 -3.4463 0.6662 1.1401  0.132
H3 -0.5170 1.2620 1.3478  -0.050
H4 -1.0183 1.5319 2.8615  -0.403
H5 -1.4475 -0.9907 2.4942  0.247
H6 -3.0691 -1.7088 2.2876  -0.053
H7 0.1973 3.3293 -3.0185  0.063
H8 -1.1571 1.4946 -2.3105  0.002
H9 0.7084 0.0485 -1.3469  -0.010
H10 4.9395 0.6833 -3.7614  0.001
H11 2.8353 -2.6408 1.5124  -0.022
H12 2.3207 1.1079 -3.3982  0.001
H13 0.5613 1.6284 2.5457  -0.370
H14 -2.7936 -1.4648 -0.0327  0.007
H15 1.0387 -0.3825 0.3568  0.037
H16 3.2998 1.6861 -2.1958  -0.003
H17 -0.9605 -3.3177 1.4194  0.001
H18 -2.3099 -3.9012 2.4836  0.003
H19 4.2925 0.4512 -6.0206  0.000
H20 -1.8405 2.4075 -1.0309  0.184
H21 2.9987 1.7756 -5.9417  -0.001
H22 -3.9637 0.9540 -0.4955  0.044
H23 1.7854 -3.6230 4.1639  0.006
H24 1.7129 -4.4906 2.5270  0.004
H25 -0.1211 4.1016 -1.5179  -0.057
H26 -0.3741 2.8259 1.9844  -0.878
H27 2.6276 2.8270 -3.4663  0.007
H28 -3.9233 -1.0919 -1.2434  -0.003
H29 1.7992 -1.7105 2.7870  0.151

Atomic forces in eV per Å
0.13 -1.18 0.59
1.46 1.51 1.27
-0.85 -0.26 1.61
0.00 0.44 0.44
-1.91 2.30 -1.21
-3.31 0.93 -0.89
0.45 0.27 -1.04
0.09 0.63 -2.82
-1.11 -0.97 -1.93
-1.19 -0.74 0.53
0.50 0.45 2.09
3.50 0.32 2.28
-0.40 -0.24 1.10
3.29 -0.35 -0.02
1.61 0.66 0.57
-2.12 -1.49 0.86
-0.76 -0.29 -0.51
1.31 0.84 -3.01
-1.65 -2.15 -1.67
1.81 2.19 2.53
1.10 -1.07 3.57
2.67 -1.83 -2.83
0.71 -1.31 -0.13
-1.93 0.60 0.79
0.40 0.45 1.39
2.03 0.67 0.29
0.03 0.11 -2.19
-1.46 -1.71 -0.06
0.10 -1.83 0.32
2.34 -0.44 0.46
1.32 1.27 -0.92
-1.86 1.31 0.38
0.47 0.23 -1.73
0.98 0.54 -0.78
-1.68 0.79 1.72
-1.17 -1.03 0.52
-2.15 0.04 -0.45
-1.00 1.31 1.99
-0.13 -0.40 -0.47
-0.12 -0.46 0.32
-0.19 -1.56 -2.73
-0.81 0.21 0.86
0.04 0.05 -0.03
0.04 0.16 0.31
-0.02 0.01 -0.34
0.63 0.29 0.05
0.31 -0.20 -0.47
-0.67 -0.45 0.11
-0.19 0.65 -0.23
-0.16 -0.12 -0.44
1.06 -0.26 0.33
-0.07 0.13 0.65
1.24 -0.38 -0.28
0.21 0.77 0.11
-0.05 0.50 0.18
-0.01 -0.35 -0.58
-0.64 0.00 -0.16
0.04 0.40 0.05
-0.03 -0.36 0.26
0.13 0.14 0.10
-1.00 -0.11 -0.34
-0.07 0.07 0.34
-0.36 -0.10 0.32
-0.36 1.04 -0.15
0.52 0.08 0.01
-0.74 -0.48 -0.09
-0.34 -0.20 -0.81

Frontier orbital gap (spin up / spin down) (eV): 3.142 / 7.743
E_tot (a.u.): -3664.8321
Charge: -1
Expectation value of S²: 0.750
2S+1: 2

(3)
DFT (the ωB97M-V functional and the def2-TZVPD basis) results for a structure of composition C51H58BaI2N2O6PS2Te in a non-equilibrium geometry.

Last column: Mulliken spin population.
CARTESIAN COORDINATES (ANGSTROEM)
Ba1 -1.1749 -1.0672 0.2251  -0.004
I1 5.7332 3.1108 4.6381  0.000
I2 0.0649 1.2097 4.9405  0.000
Te1 1.3630 -0.4931 -4.1498  0.332
S1 -0.9467 3.0181 -0.0156  -0.001
S2 -4.0112 -1.8586 0.8455  0.001
P1 -1.7167 -2.0636 2.9673  -0.004
O1 0.5144 -3.2789 -0.8220  0.005
O2 -1.3023 -1.1052 -4.8424  0.054
O3 -1.6287 -0.7144 2.3712  -0.004
O4 0.6387 0.8634 1.8283  0.000
O5 0.9676 1.6785 -2.1691  -0.010
O6 0.3642 3.6463 0.1923  0.000
N1 -0.3827 -0.9764 -2.7719  0.383
N2 2.8982 1.1527 0.3350  0.004
C1 -1.9867 -3.4347 1.8830  0.001
C2 2.9028 2.0902 4.3577  0.000
C3 -1.0743 3.9287 2.6167  0.000
C4 2.8284 -6.7363 -3.2664  0.000
C5 3.9592 -0.0410 -8.5525  -0.011
C6 2.5446 -5.2841 -3.5222  -0.001
C7 5.1897 1.7713 0.1258  0.000
C8 -3.0165 -2.1253 4.2345  0.000
C9 4.0439 2.2889 3.6173  0.000
C10 2.9217 1.4747 1.6286  -0.001
C11 1.7725 -4.8829 -4.5993  -0.002
C12 3.9756 1.3027 -0.3932  0.001
C13 3.0257 -4.3031 -2.6701  0.004
C14 2.7183 -2.9597 -2.8556  -0.040
C15 -1.5127 -5.6308 0.9937  0.000
C16 -1.7889 3.0250 1.6391  0.000
C17 1.9296 -2.5699 -3.9401  0.082
C18 -3.6006 -0.9452 4.6672  0.001
C19 3.2512 -1.9677 -1.8606  0.001
C20 4.5980 -0.4914 -7.4105  0.017
C21 -4.5125 -3.3773 5.6374  0.000
C22 3.8983 -0.7069 -6.2288  -0.073
C23 0.4101 0.2892 -7.3079  0.046
C24 4.7170 0.2403 -9.8208  0.001
C25 2.5262 -0.4649 -6.1594  0.233
C26 -3.4054 -3.4961 1.3995  -0.001
C27 -1.5595 5.7370 -0.2362  0.000
C28 -3.4869 -3.3462 4.7105  0.000
C29 -3.5918 -4.5603 0.3725  0.000
C30 -2.7581 -1.5158 -3.0236  0.030
C31 1.7788 1.5816 3.7510  0.000
C32 0.6509 -3.1671 -6.0170  0.054
C33 -4.6151 -0.9789 5.6055  0.000
C34 -1.9510 4.3986 -0.8231  0.000
C35 -5.0716 -2.1946 6.0933  0.000
C36 -2.7169 -5.5734 0.2369  0.000
C37 4.6540 -1.1781 -5.0242  0.030
C38 -1.1664 -4.5610 1.7792  0.000
C39 1.8779 -0.0180 -7.3152  -0.052
C40 2.3421 -2.7739 4.9914  0.000
C41 1.4739 -3.5452 -4.8300  -0.057
C42 -0.1609 -2.4035 3.8518  0.000
C43 -0.0495 -2.9824 5.1067  0.000
C44 1.2003 -3.1637 5.6742  0.000
C45 0.9866 -2.0041 3.1771  0.000
C46 2.2344 -2.1899 3.7408  0.000
C47 2.5912 0.1754 -8.4915  0.015
C48 5.2473 2.1096 1.4496  0.000
C49 4.1026 1.9770 2.2573  0.000
C50 1.6800 1.2730 2.3720  0.000
C51 -1.3755 -1.1664 -3.5858  -0.039
H1 -1.7110 1.9907 1.9682  0.000
H2 -1.6752 4.3477 -1.8759  0.000
H3 -1.2972 4.9797 2.4470  0.000
H4 4.4071 -0.4374 -10.6180  -0.001
H5 5.7245 -1.1860 -5.2193  0.002
H6 -3.0065 4.1594 -0.7143  0.000
H7 3.8995 -6.9175 -3.1902  0.000
H8 1.3789 -5.6299 -5.2783  0.000
H9 -0.4939 5.6879 -0.0021  0.000
H10 3.8918 1.0418 -1.4399  -0.001
H11 0.8924 -1.5195 2.2158  0.000
H12 2.4259 -7.3598 -4.0627  0.000
H13 0.2552 1.3190 -6.9838  0.004
H14 5.7890 0.1246 -9.6685  -0.001
H15 1.2103 -2.4812 -6.6504  -0.012
H16 3.2916 -2.4006 -0.8630  0.001
H17 0.3644 -4.0412 -6.5993  0.001
H18 1.2907 -3.6073 6.6580  0.000
H19 3.1205 -1.8717 3.2067  0.000
H20 -2.1146 5.9488 0.6757  0.000
H21 2.8813 2.3286 5.4118  0.000
H22 -2.8370 3.2792 1.4936  0.000
H23 -3.1697 -0.6719 -2.4717  0.002
H24 4.2652 -1.6696 -2.1291  0.012
H25 3.3172 -2.9173 5.4379  0.000
H26 -3.4249 -1.7539 -3.8486  -0.007
H27 -3.0420 -4.2656 4.3520  0.000
H28 1.1692 -2.7035 -1.2332  0.001
H29 -0.0438 -3.5617 -1.5525  0.001
H30 -0.9397 -3.2874 5.6419  0.000
H31 4.5218 1.2602 -10.1557  0.000
H32 -4.5108 -4.5099 -0.1996  0.000
H33 -5.8696 -2.2189 6.8261  0.000
H34 -2.6888 -2.3699 -2.3563  0.005
H35 1.2882 1.9815 -1.3115  0.000
H36 -0.0018 3.7863 2.4890  0.000
H37 4.4444 -0.5198 -4.1832  -0.007
H38 -3.2428 -0.0099 4.2614  0.000
H39 -1.3373 3.6746 3.6411  0.000
H40 5.6682 -0.6678 -7.4375  0.003
H41 -2.9095 -6.3650 -0.4819  0.000
H42 -0.1278 -0.3511 -6.6136  -0.004
H43 -0.8524 -6.4809 0.8933  0.000
H44 6.0589 1.8693 -0.5091  0.000
H45 2.3739 -7.0445 -2.3262  0.000
H46 -0.2421 -2.6447 -5.6757  -0.009
H47 -4.1238 -3.6791 2.2302  0.000
H48 -0.1962 -4.5619 2.2705  0.000
H49 4.3460 -2.1855 -4.7497  -0.005
H50 2.6286 -1.0729 -1.8496  0.004
H51 -5.0532 -0.0570 5.9622  0.000
H52 -4.8830 -4.3256 6.0077  0.000
H53 2.0712 0.5173 -9.3799  -0.002
H54 -1.7183 6.5541 -0.9390  0.000
H55 -0.0092 0.1796 -8.3075  0.003
H56 6.1683 2.4684 1.8928  0.000
H57 3.6282 -4.5921 -1.8215  -0.002
H58 0.3707 0.9421 -1.9885  0.009

Atomic forces in eV per Å
0.91 0.14 -3.68
-0.37 -0.19 -0.22
0.37 0.08 -0.18
0.69 -0.73 -0.11
-1.71 0.51 0.07
-0.62 0.44 -0.63
-0.55 -3.52 1.66
-0.07 0.18 0.64
-0.61 0.00 -0.65
-0.04 2.18 2.06
-0.62 -0.34 -0.61
-0.06 0.46 0.00
1.30 0.18 -0.03
0.94 0.37 0.72
-0.16 -0.13 -0.67
0.10 1.48 0.88
0.53 0.16 0.05
0.11 0.13 -0.04
-0.01 0.07 0.04
0.00 0.04 -0.05
0.06 0.09 0.00
0.06 0.12 0.20
0.04 0.12 -0.27
0.49 0.41 1.01
0.44 0.19 0.46
0.05 0.03 -0.01
0.02 -0.07 -0.08
-0.06 -0.09 -0.16
0.11 0.00 -0.03
0.80 -0.05 0.77
0.18 -0.20 -0.28
-0.10 0.23 0.08
0.10 0.04 0.08
-0.05 0.01 -0.03
-0.01 0.03 -0.17
-0.10 -0.12 0.19
0.01 -0.05 0.30
-0.01 -0.02 -0.01
-0.07 -0.04 0.05
-0.31 0.11 0.00
-0.98 0.13 0.26
0.07 -0.03 0.10
0.21 0.08 -0.05
0.06 -0.35 -0.22
0.34 0.11 0.01
-0.95 -0.28 0.13
-0.14 -0.10 -0.03
-0.12 0.06 0.16
0.38 -0.59 0.17
-0.07 0.06 0.05
-0.66 0.20 -0.42
0.08 -0.05 -0.07
0.56 -0.79 -0.32
-0.13 -0.02 0.05
0.06 0.01 0.08
-0.08 0.06 -0.15
-0.20 0.21 -0.28
-0.14 -0.06 -0.02
0.09 -0.09 0.14
-0.04 -0.13 0.03
0.19 -0.01 -0.13
0.15 -0.02 0.01
0.16 -0.04 -0.15
-0.23 -0.17 -0.42
0.03 0.19 0.34
-0.39 -0.04 -0.72
-0.03 -0.12 0.10
-0.01 -0.15 -0.03
0.02 0.07 -0.01
0.03 -0.01 -0.08
0.12 0.03 0.04
-0.07 -0.10 -0.04
0.09 -0.06 0.00
-0.02 -0.04 -0.07
-0.01 0.17 0.06
-0.04 -0.04 -0.17
0.18 0.13 0.02
0.00 -0.05 -0.03
-0.12 0.10 0.03
0.06 0.00 -0.03
-0.03 -0.03 -0.13
0.02 -0.02 0.14
0.01 -0.09 -0.04
-0.03 -0.02 0.02
0.02 0.03 0.00
0.01 0.06 0.03
0.03 -0.01 0.01
-0.10 -0.02 -0.09
-0.07 0.00 0.13
0.05 0.12 0.01
0.04 0.01 0.04
0.01 -0.01 0.03
0.01 -0.05 -0.12
-0.18 -0.08 -0.21
-0.04 -0.02 -0.18
-0.01 0.02 0.03
0.06 0.02 -0.08
0.04 -0.03 -0.09
-0.02 0.00 -0.01
-0.16 -0.11 0.22
0.05 -0.03 0.26
0.06 0.06 0.15
0.05 -0.01 0.18
0.00 0.09 -0.06
-0.05 -0.06 0.00
0.06 -0.02 0.04
-0.07 0.03 -0.06
-0.15 -0.01 0.01
0.11 0.01 0.00
0.03 -0.01 -0.07
-0.03 -0.09 0.08
-0.08 0.05 -0.17
0.29 -0.29 -0.03
-0.02 0.00 0.00
0.04 -0.03 0.09
0.16 0.07 0.25
-0.05 0.07 0.00
0.01 -0.03 -0.02
-0.08 0.05 -0.05
-0.08 -0.01 -0.07
-0.07 0.04 -0.06
-0.03 0.02 -0.03
0.08 -0.02 0.20
-0.12 -0.19 -0.03

Frontier orbital gap (eV): 4.512
E_tot (a.u.): -4565.8534
Charge: -2
Expectation value of S²: 0.764
2S+1: 2
Energy above the lowest of the compared OMol25 structures with the same formula, charge and spin (kJ/mol): 169.1

Number 1: M 464.55 g/mol. Number 2: M 647.63 g/mol. Number 3: M 1408.88 g/mol.